ORCA calculation (wB97M-V/def2-TZVPD) on C21H35Br4F3NO4S as an isolated structure in a non-equilibrium geometry.

Calculated values
- Net charge: +1
- E_LUMO: -3.72 eV
- E: -331176.590 eV

Last column: Mulliken charge in e.
Cartesian coordinates (Å):
C (3.85856, 3.60737, 1.06254)  -0.95
C (3.17906, 4.03089, -0.24347)  -0.28
O (1.76912, 4.29644, -0.03244)  -0.41
C (0.90589, 3.44631, -0.62237)  0.11
O (0.93707, 3.18860, -1.80083)  -0.55
C (-0.11062, 2.86401, 0.31352)  -0.38
C (0.48411, 1.85580, 1.28804)  -1.11
C (1.05502, 0.65002, 0.53048)  1.16
C (2.09005, -0.15199, 1.31514)  -0.87
S (1.38657, -0.59070, 2.96323)  -0.15
C (0.72647, -2.00747, 2.24188)  0.62
O (-0.23225, -2.74432, 2.70004)  -0.45
C (-1.44717, -2.05078, 3.15515)  -1.13
C (-2.28251, -1.60936, 1.97400)  2.99
C (-2.71023, -2.81239, 1.13772)  -1.60
C (-3.45089, -0.78575, 2.53345)  -1.48
C (-4.37279, -0.17667, 1.47148)  0.82
C (-3.89110, 1.23675, 1.12356)  -1.50
C (-5.82202, -0.10503, 1.96991)  -1.66
N (1.33290, -2.35205, 1.12387)  0.03
C (2.41593, -1.52587, 0.69989)  0.56
Br (4.12467, -2.08275, 1.54533)  -0.02
C (2.64846, -1.51419, -0.83587)  -0.81
C (1.60958, -2.28203, -1.65071)  -0.88
O (0.25737, -1.86567, -1.47849)  -0.26
C (-0.10718, -0.72761, -2.22765)  -0.27
C (-0.43712, -1.07741, -3.67331)  0.55
F (-1.29646, -0.18956, -4.16777)  -0.26
F (0.67278, -1.02993, -4.43234)  -0.21
F (-0.96328, -2.28708, -3.80027)  -0.26
H (4.63456, 4.31306, 1.34022)  0.33
H (3.11752, 3.57559, 1.85759)  0.31
H (4.30657, 2.61984, 0.95808)  0.21
H (3.28771, 3.28240, -1.02420)  0.30
H (3.60624, 4.96507, -0.59384)  0.46
H (-0.57849, 3.66966, 0.88115)  0.56
H (-0.89411, 2.38918, -0.27547)  0.21
H (1.27058, 2.29913, 1.90308)  0.48
H (-0.29954, 1.54284, 1.97668)  0.34
H (1.50380, 1.02652, -0.38889)  0.14
H (0.23185, -0.01671, 0.26490)  -0.76
H (2.98456, 0.45156, 1.43565)  0.78
H (-1.18359, -1.20446, 3.78740)  0.41
H (-1.99148, -2.77748, 3.75115)  0.44
H (-1.67785, -0.95432, 1.33020)  -1.31
H (-3.16813, -3.57138, 1.77439)  0.35
H (-3.45896, -2.53791, 0.39954)  0.42
H (-1.87653, -3.24544, 0.58848)  0.34
H (-4.02528, -1.42321, 3.20952)  0.38
H (-3.02508, 0.03004, 3.12338)  0.52
H (-4.37948, -0.75182, 0.54705)  0.23
H (-3.93031, 1.87315, 2.00576)  0.43
H (-2.86748, 1.20008, 0.73858)  0.02
H (-4.50639, 1.67365, 0.33871)  0.50
H (-6.10008, -0.97507, 2.56193)  0.41
H (-5.98291, 0.78837, 2.57368)  0.35
H (-6.51195, -0.04451, 1.12930)  0.39
H (1.01910, -3.18118, 0.63711)  0.36
H (2.71287, -0.47978, -1.16383)  0.11
H (3.59352, -2.01039, -1.03279)  0.59
H (1.64245, -3.33480, -1.36974)  0.54
H (1.88348, -2.21469, -2.70351)  0.33
H (-1.00701, -0.31039, -1.78053)  0.24
H (0.67059, 0.03634, -2.23766)  0.23
C (3.60983, -0.38525, -6.11224)  0.17
Br (3.84034, -1.77151, -7.41804)  0.01
Br (4.72140, -0.69133, -4.56299)  -0.03
Br (3.91391, 1.35845, -6.85265)  0.02
H (2.58371, -0.42089, -5.78082)  -0.12

Atoms 1-6, force components in eV/Å:
-0.29 -0.08 -0.31
0.15 0.51 -0.07
0.12 -0.66 0.65
-0.15 0.22 -0.86
0.28 -0.30 0.37
-0.49 0.34 0.38